# 1
Entry from the Open Molecules 2025 dataset: a 6-piece molecular cluster, C16H35Cl10N overall (ωB97M-V/def2-TZVPD).

```
62
C16H35Cl10N (ωB97M-V/def2-TZVPD)
C 1.38 -1.61 -2.06
C 1.53 -1.34 -0.53
N 2.25 -0.15 -0.21
C 1.89 0.59 0.91
C 1.68 -0.09 2.06
C 3.68 -0.41 -0.27
C 4.61 0.83 -0.35
H 2.08 -2.26 -2.20
H 1.56 -0.76 -2.63
H 0.40 -2.29 -2.29
H 2.00 -2.42 -0.10
H 0.45 -1.25 -0.23
H 0.92 1.09 0.65
H 2.35 1.53 0.90
H 1.36 -1.02 2.23
H 1.00 0.44 2.73
H 2.67 0.12 2.56
H 3.89 -1.23 -1.00
H 3.77 -0.77 0.71
H 4.89 1.34 0.56
H 4.41 1.49 -1.26
H 5.34 0.35 -0.74
Cl -6.55 -2.70 2.66
C -4.79 -2.43 2.95
C -3.99 -2.25 1.65
Cl -4.33 -3.50 0.47
H -4.39 -2.94 3.63
H -4.84 -1.50 3.30
H -2.99 -2.35 2.04
H -4.19 -1.30 1.15
Cl 0.03 6.39 -0.14
C -1.28 6.49 1.04
C -2.11 5.18 0.93
Cl -1.13 3.71 1.28
H -1.95 7.29 0.86
H -0.69 6.76 1.94
H -2.36 4.86 -0.33
H -3.08 5.29 1.53
Cl -1.87 -0.83 -1.66
C -1.82 0.49 -0.44
C -0.50 0.26 0.42
Cl -0.49 -1.26 1.34
H -2.49 0.64 0.26
H -1.89 1.26 -1.12
H -0.59 1.00 1.23
H 0.31 0.24 -0.29
Cl 1.16 -5.83 0.72
C -0.54 -5.31 0.64
C -0.86 -5.22 -0.98
Cl -0.60 -6.75 -1.76
H -0.54 -4.18 0.89
H -1.30 -5.93 1.32
H -0.34 -4.46 -1.53
H -1.82 -5.15 -0.80
Cl 3.17 3.14 -3.18
C 1.65 2.90 -2.32
C 0.56 2.54 -3.33
Cl -0.99 2.28 -2.48
H 1.40 3.85 -1.72
H 1.62 2.06 -1.65
H 0.90 1.64 -3.95
H 0.42 3.40 -3.98
```

Results
Relative energy (zero: lowest compared OMol25 entry of this formula, charge and spin) ... 562.1 kJ/mol
Frontier orbital gap ... 8.3 eV
HOMO ... -8.081 eV
SMILES string ... CCN(CC)CC.ClCCCl.ClCCCl.ClCCCl.ClCCCl.ClCCCl
LUMO level ... 0.0082 Ha
Calculated total energy ... -5286.83903 Eh
Net charge ... 0

# 2
Entry from the Open Molecules 2025 dataset: C22H16CoN9O3 as an isolated structure (ωB97M-V/def2-TZVPD).

```
51
C22H16CoN9O3 (ωB97M-V/def2-TZVPD)
Co 9.57 -14.01 7.57
O 15.26 -11.67 2.80
C 15.64 -12.22 3.99
O 16.80 -12.25 4.31
C 14.56 -12.66 4.95
C 13.38 -11.96 5.19
C 12.50 -12.33 6.20
C 12.84 -13.47 6.94
C 14.03 -14.15 6.74
C 14.93 -13.71 5.78
N 11.86 -13.93 7.82
C 12.26 -14.37 8.98
C 11.24 -14.97 9.83
C 11.60 -15.48 11.04
C 10.59 -15.97 11.88
C 9.28 -15.94 11.46
C 9.01 -15.42 10.17
N 9.96 -14.92 9.41
H 14.35 -11.82 2.60
H 13.22 -11.09 4.57
H 11.58 -11.79 6.39
H 14.28 -15.01 7.32
H 15.88 -14.22 5.58
H 13.29 -14.34 9.25
H 12.64 -15.42 11.35
H 10.89 -16.34 12.86
H 8.46 -16.37 12.06
H 8.03 -15.39 9.72
N 5.91 -12.64 6.45
C 5.47 -13.95 6.38
C 6.40 -14.69 7.00
N 7.42 -13.91 7.45
C 7.11 -12.70 7.08
C 8.07 -11.61 7.38
N 9.25 -11.93 7.81
C 9.92 -10.76 8.06
C 9.13 -9.71 7.78
N 7.94 -10.27 7.30
H 5.43 -11.85 6.02
H 4.53 -14.17 5.86
H 6.36 -15.79 7.14
H 10.90 -10.75 8.53
H 9.22 -8.66 7.74
H 7.15 -9.73 6.97
O 9.99 -14.44 5.51
N 9.26 -13.45 5.12
C 9.51 -12.63 4.11
C 10.61 -12.74 3.20
N 11.41 -12.98 2.41
C 8.69 -11.47 3.94
N 8.26 -10.43 3.71
```

Results
Expectation value of S² ... 3.758
2S+1 ... 4
Frontier orbital gap (spin up / spin down) ... 7.5 / 7.5 eV
HOMO (spin up / spin down) ... -11.644 / -11.677 eV
LUMO level (spin up / spin down) ... -0.1523 / -0.1539 Ha
Calculated total energy ... -2949.03618 Eh
Net charge ... +1

# 3
Entry from the Open Molecules 2025 dataset: C23H28F9MoO3 as an isolated structure (ωB97M-V/def2-TZVPD).

```
64
C23H28F9MoO3 (ωB97M-V/def2-TZVPD)
O -0.17 0.00 -0.73
C 0.87 -0.50 -1.66
C 0.39 0.40 -2.78
H 0.71 -1.56 -1.83
H 1.86 -0.27 -1.27
C -0.75 0.80 -1.81
H 0.10 -0.14 -3.68
H 1.08 1.23 -2.99
C -2.09 0.19 -2.17
H -2.01 -0.90 -2.18
H -2.42 0.55 -3.15
H -2.84 0.48 -1.42
C -0.85 2.26 -1.45
H 0.14 2.71 -1.30
H -1.45 2.42 -0.54
H -1.36 2.80 -2.26
Mo 0.05 0.19 1.75
C 0.99 1.73 3.00
C 1.93 0.62 2.88
C 2.37 0.58 1.52
H 2.35 -0.01 3.64
C 1.71 1.63 0.80
C 0.84 2.32 1.71
H 0.17 3.16 1.53
H 0.52 2.14 3.87
H 3.11 -0.14 1.17
H 1.95 1.96 -0.21
C -1.64 -0.53 3.46
C -1.94 0.73 2.70
C -2.35 0.37 1.41
H -2.07 1.69 3.17
C -2.11 -1.04 1.22
C -1.51 -1.56 2.38
H -1.35 -2.61 2.61
H -2.37 -0.91 4.18
H -2.81 1.04 0.72
H -2.37 -1.59 0.34
O 0.68 -1.64 -5.79
C 0.21 -0.56 -6.63
C 0.38 -0.96 -8.11
H 0.81 0.34 -6.43
H -0.84 -0.32 -6.36
C 1.59 -1.91 -8.04
H 0.54 -0.09 -8.76
H -0.50 -1.51 -8.45
C 1.37 -2.58 -6.67
H 2.51 -1.32 -8.01
H 1.64 -2.62 -8.87
H 2.30 -2.91 -6.19
H 0.74 -3.49 -6.82
F -0.85 2.12 5.68
C -1.13 0.82 6.02
F -1.23 0.73 7.36
F -2.39 0.62 5.54
C 0.02 -0.08 5.50
O -0.25 -0.21 4.10
C 1.37 0.64 6.02
F 1.32 0.70 7.37
F 2.49 -0.07 5.70
F 1.59 1.91 5.58
C 0.19 -1.59 5.85
F 0.41 -1.83 7.15
F -0.91 -2.31 5.48
F 1.24 -2.10 5.14
```

Results
Relative energy (zero: lowest compared OMol25 entry of this formula, charge and spin) ... 106.7 kJ/mol
Expectation value of S² ... 2.030
2S+1 ... 3
Frontier orbital gap (spin up / spin down) ... 6.6 / 6.7 eV
HOMO (spin up / spin down) ... -10.200 / -11.029 eV
LUMO level (spin up / spin down) ... -0.1320 / -0.1583 Ha
Calculated total energy ... -2085.51081 Eh
Net charge ... +1

# 4
Entry from the Open Molecules 2025 dataset: a 2-piece molecular cluster, HNO2S overall (ωB97M-V/def2-TZVPD).

```
5
HNO2S (ωB97M-V/def2-TZVPD)
N 1.06 0.11 0.22
O 0.14 -0.34 0.79
O -2.05 0.09 -0.20
S 2.52 0.40 0.21
H -1.67 -0.26 -1.02
```

Results
Relative energy (zero: lowest compared OMol25 entry of this formula, charge and spin) ... 168.0 kJ/mol
Expectation value of S² ... 2.009
2S+1 ... 3
Frontier orbital gap (spin up / spin down) ... 7.8 / 8.3 eV
HOMO (spin up / spin down) ... -8.461 / -10.192 eV
LUMO level (spin up / spin down) ... -0.0227 / -0.0688 Ha
Calculated total energy ... -603.80931 Eh
Net charge ... 0

# 5
Entry from the Open Molecules 2025 dataset: an isolated ion of composition C2H2FO3S and charge -1 (ωB97M-V/def2-TZVPD).

```
9
C2H2FO3S (ωB97M-V/def2-TZVPD)
C -1.38 -0.54 0.03
C -0.31 0.50 0.00
O 2.08 -0.77 -1.09
O -1.85 -1.08 -0.95
O 2.18 0.97 0.62
F -1.70 -1.10 1.27
S 1.58 -0.30 0.24
H -0.34 1.24 0.89
H -0.28 1.09 -1.01
```

Results
Relative energy (zero: lowest compared OMol25 entry of this formula, charge and spin) ... 5.2 kJ/mol
Frontier orbital gap ... 7.9 eV
HOMO ... -3.849 eV
LUMO level ... 0.1489 Ha
Calculated total energy ... -801.23888 Eh
Net charge ... -1

# 6
Entry from the Open Molecules 2025 dataset: C28H50InN4O4P as an isolated structure (ωB97M-V/def2-TZVPD).

```
88
C28H50InN4O4P (ωB97M-V/def2-TZVPD)
In -0.68 1.32 -0.02
C -2.14 -3.87 0.84
C -1.10 -2.77 0.56
C 0.17 -3.21 1.31
C 1.54 -2.46 1.25
C 2.56 -3.27 0.48
C 2.05 -2.18 2.66
N 1.35 -1.06 0.61
C 1.95 -0.69 -0.72
C 0.99 -0.92 -1.87
N -0.07 0.11 -2.08
C 0.45 1.22 -2.93
C 1.06 2.35 -2.12
O 2.13 2.82 -2.41
O 0.29 2.77 -1.12
C -1.24 -0.57 -2.74
C -0.83 -1.32 -4.02
C -2.43 0.32 -3.12
C -3.14 1.34 -2.19
C -4.65 1.22 -2.42
C -2.73 2.78 -2.53
N -2.82 1.18 -0.71
C -3.55 0.15 0.08
C -2.94 -1.24 0.16
N -1.61 -1.36 0.82
C -1.78 -1.11 2.26
C -2.00 0.36 2.66
O -2.49 0.59 3.73
O -1.55 1.29 1.84
H -1.69 -4.84 0.67
H -3.01 -3.80 0.19
H -2.48 -3.83 1.87
H -0.90 -2.79 -0.52
H 0.36 -4.20 0.92
H -0.09 -3.36 2.36
H 2.67 -4.23 0.98
H 3.54 -2.79 0.47
H 2.24 -3.48 -0.55
H 2.16 -3.11 3.20
H 1.36 -1.55 3.23
H 3.03 -1.68 2.63
H 1.70 -0.37 1.28
H 0.32 -0.93 0.59
H 2.84 -1.29 -0.87
H 2.27 0.34 -0.65
H 0.51 -1.89 -1.74
H 1.60 -1.00 -2.78
H -0.38 1.65 -3.48
H 1.19 0.86 -3.65
H -1.55 -1.31 -2.01
H -0.41 -0.63 -4.75
H -1.71 -1.78 -4.47
H -0.11 -2.12 -3.84
H -3.18 -0.41 -3.45
H -2.17 0.86 -4.03
H -4.86 1.52 -3.45
H -5.21 1.90 -1.76
H -5.02 0.21 -2.29
H -2.87 2.96 -3.59
H -1.69 3.00 -2.28
H -3.36 3.49 -1.99
H -3.12 2.07 -0.31
H -4.56 0.03 -0.31
H -3.68 0.56 1.08
H -2.88 -1.68 -0.83
H -3.67 -1.84 0.71
H -0.90 -1.43 2.81
H -2.63 -1.66 2.67
C 1.00 3.96 1.75
P 1.26 2.16 1.80
C 0.90 1.73 3.53
C 3.04 1.89 1.61
C 3.83 1.48 2.69
C 5.20 1.31 2.52
C 5.79 1.57 1.29
C 5.01 2.01 0.22
C 3.64 2.17 0.38
H 1.67 4.43 2.47
H -0.03 4.19 2.01
H 1.21 4.34 0.75
H 1.38 2.46 4.18
H 1.27 0.74 3.78
H -0.17 1.77 3.70
H 3.40 1.28 3.66
H 5.80 1.00 3.36
H 6.86 1.45 1.17
H 5.47 2.25 -0.73
H 3.07 2.59 -0.44
```

Results
Relative energy (zero: lowest compared OMol25 entry of this formula, charge and spin) ... 130.5 kJ/mol
Frontier orbital gap ... 8.6 eV
HOMO ... -14.278 eV
LUMO level ... -0.2095 Ha
Calculated total energy ... -2147.93373 Eh
Net charge ... +2

What did the second record say?
Entry from the Open Molecules 2025 dataset: C22H16CoN9O3 as an isolated structure (ωB97M-V/def2-TZVPD).

```
51
C22H16CoN9O3 (ωB97M-V/def2-TZVPD)
Co 9.57 -14.01 7.57
O 15.26 -11.67 2.80
C 15.64 -12.22 3.99
O 16.80 -12.25 4.31
C 14.56 -12.66 4.95
C 13.38 -11.96 5.19
C 12.50 -12.33 6.20
C 12.84 -13.47 6.94
C 14.03 -14.15 6.74
C 14.93 -13.71 5.78
N 11.86 -13.93 7.82
C 12.26 -14.37 8.98
C 11.24 -14.97 9.83
C 11.60 -15.48 11.04
C 10.59 -15.97 11.88
C 9.28 -15.94 11.46
C 9.01 -15.42 10.17
N 9.96 -14.92 9.41
H 14.35 -11.82 2.60
H 13.22 -11.09 4.57
H 11.58 -11.79 6.39
H 14.28 -15.01 7.32
H 15.88 -14.22 5.58
H 13.29 -14.34 9.25
H 12.64 -15.42 11.35
H 10.89 -16.34 12.86
H 8.46 -16.37 12.06
H 8.03 -15.39 9.72
N 5.91 -12.64 6.45
C 5.47 -13.95 6.38
C 6.40 -14.69 7.00
N 7.42 -13.91 7.45
C 7.11 -12.70 7.08
C 8.07 -11.61 7.38
N 9.25 -11.93 7.81
C 9.92 -10.76 8.06
C 9.13 -9.71 7.78
N 7.94 -10.27 7.30
H 5.43 -11.85 6.02
H 4.53 -14.17 5.86
H 6.36 -15.79 7.14
H 10.90 -10.75 8.53
H 9.22 -8.66 7.74
H 7.15 -9.73 6.97
O 9.99 -14.44 5.51
N 9.26 -13.45 5.12
C 9.51 -12.63 4.11
C 10.61 -12.74 3.20
N 11.41 -12.98 2.41
C 8.69 -11.47 3.94
N 8.26 -10.43 3.71
```

Results
Expectation value of S² ... 3.758
2S+1 ... 4
Frontier orbital gap (spin up / spin down) ... 7.5 / 7.5 eV
HOMO (spin up / spin down) ... -11.644 / -11.677 eV
LUMO level (spin up / spin down) ... -0.1523 / -0.1539 Ha
Calculated total energy ... -2949.03618 Eh
Net charge ... +1